(1)
The following is a quantum chemistry calculation of a gas-phase ion, C2H5Cl2N4 (charge +1) in a non-equilibrium geometry, from the Open Molecules 2025 dataset.

Geometry as XYZ:
```
13
C2H5Cl2N4 (ωB97M-V/def2-TZVPD)
H -1.296 -2.296 -0.313
N -0.412 -1.804 -0.227
C -0.473 -0.592 -0.021
C 0.775 0.250 0.184
N 1.801 -0.286 -0.477
N 0.781 1.323 0.863
N -1.704 0.215 0.231
Cl -1.810 1.432 -1.165
Cl -3.196 -0.821 0.126
H 1.441 -0.927 -1.124
H 2.686 0.129 -0.552
H -0.119 1.569 1.148
H 1.526 1.808 1.326
```

**Energy above the lowest of the compared OMol25 structures with the same formula, charge and spin**: 0.1 kcal per mole
**SMILES**: [H]/N=C(/C(N)=[NH2+])N(Cl)Cl
**Frontier orbital gap**: 9.55 eV
**E_LUMO**: -5.1 eV
**E_HOMO**: -14.606 eV
**Charge**: +1

---

(2)
The following is a quantum chemistry calculation of 2 unconnected molecules or ions with the total composition C2H5Cl2OP in a non-equilibrium geometry, from the Open Molecules 2025 dataset.

Geometry as XYZ:
```
11
C2H5Cl2OP (ωB97M-V/def2-TZVPD)
C 0.722 -0.510 0.527
C -1.413 0.202 -0.485
O 1.053 -1.528 -0.306
P 1.736 0.915 0.452
Cl -2.418 -0.905 0.348
Cl -1.799 1.872 -0.154
H 0.284 -0.836 1.534
H -1.227 0.125 -1.558
H 0.672 -2.407 -0.147
H 0.866 1.992 0.588
H 1.523 1.079 -0.799
```

**Energy above the lowest of the compared OMol25 structures with the same formula, charge and spin**: 134.9 kcal per mole
**Frontier orbital gap (spin up / spin down)**: 8.08 / 7.58 eV
**E_LUMO (spin up / spin down)**: 0.3 / 0.1 eV
**E_HOMO (spin up / spin down)**: -7.781 / -7.476 eV

---

(3)
The following is a quantum chemistry calculation of C2H5Cl3Si in the gas phase in a non-equilibrium geometry, from the Open Molecules 2025 dataset.

Geometry as XYZ:
```
11
C2H5Cl3Si (ωB97M-V/def2-TZVPD)
Si 0.780 0.256 -0.660
C -0.404 1.270 0.424
Cl 0.421 2.359 1.407
Cl -1.601 2.259 -0.720
C -1.304 0.416 1.288
Cl -2.482 1.355 2.228
H 2.040 0.800 -0.881
H 0.977 -0.890 0.260
H 0.068 0.169 -1.925
H -1.787 -0.315 0.490
H -0.606 -0.306 1.838
```

**Energy above the lowest of the compared OMol25 structures with the same formula, charge and spin**: 138.6 kcal per mole
**SMILES**: [SiH3]C(Cl)(Cl)CCl
**Frontier orbital gap**: 11.13 eV
**E_LUMO**: 0.6 eV
**E_HOMO**: -10.570 eV

---

(4)
The following is a quantum chemistry calculation of 2 unconnected molecules or ions with the total composition C2H5ClFOPS in a non-equilibrium geometry, from the Open Molecules 2025 dataset.

Geometry as XYZ:
```
12
C2H5ClFOPS (ωB97M-V/def2-TZVPD)
C 1.044 -1.556 0.566
C -2.265 1.156 -0.302
O 2.048 -0.927 -0.162
F -2.622 -0.209 -0.192
P 2.372 0.587 0.187
S -0.436 1.536 -0.217
Cl 3.277 1.135 -1.409
H 0.124 -1.200 -0.016
H 0.991 -1.067 1.538
H 0.999 -2.636 0.654
H -2.643 1.618 -1.232
H -2.890 1.562 0.585
```

**Energy above the lowest of the compared OMol25 structures with the same formula, charge and spin**: 69.0 kcal per mole
**Frontier orbital gap (spin up / spin down)**: 5.88 / 5.93 eV
**E_LUMO (spin up / spin down)**: -2.0 / -1.9 eV
**E_HOMO (spin up / spin down)**: -7.851 / -7.870 eV

---

(5)
The following is a quantum chemistry calculation of C2H5ClN2O4S in the gas phase in a non-equilibrium geometry, from the Open Molecules 2025 dataset.

Geometry as XYZ:
```
15
C2H5ClN2O4S (ωB97M-V/def2-TZVPD)
C -1.820 0.224 1.380
C -0.420 -0.237 1.092
S -0.260 -0.106 -0.693
O -0.524 1.235 -1.068
O -0.992 -1.194 -1.277
N 1.401 -0.392 -1.376
Cl 1.372 -1.691 -2.444
N 2.424 0.436 -0.984
O 2.155 1.032 0.004
O 3.400 0.533 -1.633
H -2.230 -0.378 2.183
H -1.886 1.322 1.591
H -2.513 -0.006 0.581
H -0.317 -1.367 1.136
H 0.211 0.588 1.508
```

**Energy above the lowest of the compared OMol25 structures with the same formula, charge and spin**: 8.9 kcal per mole
**SMILES**: CCS(=O)(=O)N(Cl)[N+](=O)[O-]
**Frontier orbital gap**: 10.61 eV
**E_LUMO**: 0.0 eV
**E_HOMO**: -10.595 eV

---

(6)
The following is a quantum chemistry calculation of a molecular structure, C2H5ClNO2S in a non-equilibrium geometry, from the Open Molecules 2025 dataset.

Geometry as XYZ:
```
12
C2H5ClNO2S (ωB97M-V/def2-TZVPD)
C 1.187 -0.085 0.945
C -0.387 -0.619 -1.179
N -0.170 -0.402 0.770
O -0.634 2.049 -0.058
O -2.618 0.490 0.016
S -1.373 1.047 0.745
Cl 0.253 -2.200 -1.291
H 1.544 0.895 0.692
H 1.551 -0.217 1.988
H 1.774 -0.750 0.330
H 0.295 0.226 -1.432
H -1.422 -0.434 -1.527
```

**Energy above the lowest of the compared OMol25 structures with the same formula, charge and spin**: 65.3 kcal per mole
**Frontier orbital gap**: 7.06 eV
**E_LUMO**: 3.5 eV
**E_HOMO**: -3.550 eV
**Charge**: -1

---

(7)
The following is a quantum chemistry calculation of 2 unconnected molecules or ions with the total composition C2H5ClOS in a non-equilibrium geometry, from the Open Molecules 2025 dataset.

Geometry as XYZ:
```
10
C2H5ClOS (ωB97M-V/def2-TZVPD)
C 1.190 0.152 0.355
C 0.361 -0.530 -0.642
O -1.754 1.420 0.741
S -1.875 0.505 -0.441
Cl -2.925 -1.048 0.349
H 2.290 0.114 -0.045
H 0.996 1.281 0.258
H 1.137 -0.147 1.476
H 0.074 -1.516 -0.440
H 0.505 -0.231 -1.612
```

**Energy above the lowest of the compared OMol25 structures with the same formula, charge and spin**: 11.5 kcal per mole
**Frontier orbital gap (spin up / spin down)**: 6.81 / 9.24 eV
**E_LUMO (spin up / spin down)**: 0.0 / -2.1 eV
**Multiplicity**: 3
**E_HOMO (spin up / spin down)**: -6.790 / -11.318 eV

---

(8)
The following is a quantum chemistry calculation of C2H5ClS2 in the gas phase, from the Open Molecules 2025 dataset.

Geometry as XYZ:
```
10
C2H5ClS2 (ωB97M-V/def2-TZVPD)
C -1.517 0.031 0.367
C -0.198 -0.032 -0.372
S 1.070 0.966 0.532
S 2.714 0.656 -0.544
Cl 3.565 -1.089 0.169
H -1.410 -0.368 1.372
H -1.866 1.058 0.439
H -2.264 -0.555 -0.164
H -0.277 0.383 -1.376
H 0.182 -1.051 -0.422
```

**Energy above the lowest of the compared OMol25 structures with the same formula, charge and spin**: 0.0 kcal per mole
**SMILES**: CCSSCl
**Frontier orbital gap**: 9.23 eV
**E_LUMO**: 0.0 eV
**E_HOMO**: -9.232 eV

---

(9)
The following is a quantum chemistry calculation of 2 unconnected molecules or ions with the total composition C2H5F2N in a non-equilibrium geometry, from the Open Molecules 2025 dataset.

Geometry as XYZ:
```
10
C2H5F2N (ωB97M-V/def2-TZVPD)
C 0.876 -0.719 0.088
C -0.300 0.067 -0.403
N -1.095 0.457 0.591
F 1.457 -0.153 1.168
F -0.812 -0.538 -1.458
H 1.663 -0.997 -0.756
H 0.515 -1.776 0.520
H 0.160 1.796 -1.292
H -0.447 0.981 1.190
H -2.018 0.883 0.352
```

**Energy above the lowest of the compared OMol25 structures with the same formula, charge and spin**: 97.7 kcal per mole
**Frontier orbital gap (spin up / spin down)**: 8.61 / 8.61 eV
**E_LUMO (spin up / spin down)**: 0.4 / 0.4 eV
**E_HOMO (spin up / spin down)**: -8.222 / -8.223 eV

---

(10)
The following is a quantum chemistry calculation of 2 unconnected molecules or ions with the total composition C2H5F2N3 in a non-equilibrium geometry, from the Open Molecules 2025 dataset.

Geometry as XYZ:
```
12
C2H5F2N3 (ωB97M-V/def2-TZVPD)
C 1.589 0.029 -0.014
C -0.713 -0.515 -0.123
N 2.661 0.736 -0.160
N -3.512 -0.525 0.317
N 0.288 0.369 -0.126
F 1.782 -1.153 0.389
F -0.461 -1.747 0.079
H 2.683 1.592 -0.616
H 3.613 0.290 0.204
H -3.698 0.406 0.654
H -4.101 -0.886 -0.471
H -0.130 1.405 -0.134
```

**Energy above the lowest of the compared OMol25 structures with the same formula, charge and spin**: 5.1 kcal per mole
**Frontier orbital gap (spin up / spin down)**: 10.03 / 6.84 eV
**E_LUMO (spin up / spin down)**: -10.3 / -12.6 eV
**Multiplicity**: 3
**E_HOMO (spin up / spin down)**: -20.355 / -19.454 eV
**Charge**: +2